Entry 1:
176
Properties=species:S:1:pos:R:3 method="wB97M-V/def2-TZVPD" multiplicity=1 smiles="Oc1ccc(O)cc1.Oc1ccc(O)cc1.Oc1ccc(O)cc1.Oc1ccc(O)cc1.Oc1ccc(O)cc1.Oc1ccc(O)cc1.Oc1ccc(O)cc1.COCCNCCOC.COCCNCCOC.O=C1OCCO1.O=C1OCCO1.O=C1OCCO1" total_energy_ha=-4591.732341 total_charge=0
O 4.9566 -1.0244 1.6003
C 5.9139 -1.7393 2.2849
C 5.3477 -2.7059 3.0931
C 6.1821 -3.4540 3.9065
C 7.5237 -3.3207 3.8003
O 8.3267 -4.1433 4.5248
C 8.0841 -2.3371 2.9404
C 7.2531 -1.4715 2.2151
H 4.0773 -1.2790 1.8893
H 4.2883 -2.7661 3.2938
H 5.7786 -4.2404 4.5271
H 9.2745 -3.9912 4.5133
H 9.1610 -2.2833 3.0026
H 7.5166 -0.5494 1.7185
O -1.5490 0.7639 -0.3995
C -0.5289 0.2101 0.2949
C -0.8658 -0.8237 1.1869
C 0.1542 -1.4005 1.9095
C 1.3961 -0.9257 1.7496
O 2.3804 -1.5107 2.4437
C 1.7678 0.0408 0.8303
C 0.7500 0.7703 0.1804
H -2.4154 0.8015 0.0123
H -1.8909 -1.1568 1.2546
H -0.0292 -2.2037 2.6077
H 2.0801 -1.9980 3.2144
H 2.8039 0.3024 0.6741
H 1.0211 1.6336 -0.4092
O -3.5920 -1.9496 -0.2774
C -4.7282 -2.2513 -0.9781
C -4.8902 -3.5683 -1.4571
C -6.1640 -3.9875 -1.9689
C -7.1509 -3.0180 -2.1085
O -8.3544 -3.3603 -2.5669
C -6.9082 -1.6958 -1.8270
C -5.7131 -1.2659 -1.2497
H -2.8701 -2.5413 -0.5020
H -4.1360 -4.3372 -1.3774
H -6.3606 -5.0042 -2.2753
H -9.0400 -2.6922 -2.6384
H -7.5654 -0.8779 -2.0831
H -5.5952 -0.2064 -1.0765
O 6.8816 -1.9852 -0.5638
C 6.7472 -1.1149 -1.6124
C 5.9322 0.0127 -1.5181
C 5.8046 0.8630 -2.6205
C 6.5122 0.5479 -3.7728
O 6.5030 1.3756 -4.8461
C 7.3313 -0.5800 -3.8278
C 7.5381 -1.3909 -2.7150
H 6.2899 -1.8063 0.1707
H 5.2994 0.3067 -0.6938
H 5.2139 1.7439 -2.4165
H 6.5233 0.8615 -5.6566
H 7.5302 -0.8293 -4.8596
H 8.1570 -2.2665 -2.8439
O 1.8609 -3.1706 4.7828
C 0.9067 -4.2003 4.8481
C 0.3556 -4.7733 3.7369
C -0.7178 -5.6301 3.9407
C -1.2869 -5.8606 5.2187
O -2.3395 -6.6966 5.3377
C -0.6283 -5.2477 6.3638
C 0.4387 -4.3901 6.1368
H 2.1295 -2.7447 5.6002
H 0.7167 -4.6274 2.7295
H -1.2568 -6.0024 3.0820
H -2.7958 -6.6428 6.1806
H -0.9243 -5.3421 7.3981
H 0.9633 -3.9069 6.9478
O -5.4711 1.6491 -6.2469
C -4.4165 1.1759 -5.4966
C -4.6778 0.8593 -4.1932
C -3.6538 0.3179 -3.3921
C -2.4849 0.0167 -3.9365
O -1.5745 -0.4310 -3.0453
C -2.2051 0.3076 -5.2942
C -3.1902 0.9405 -6.0963
H -5.2058 1.5791 -7.1669
H -5.6116 1.1290 -3.7225
H -3.8415 0.1159 -2.3479
H -1.7995 0.0276 -2.2325
H -1.1724 0.0786 -5.5123
H -3.0092 1.1853 -7.1325
O -4.4206 1.5121 0.6383
C -5.0487 2.2996 -0.2796
C -4.2823 3.1191 -1.0812
C -4.8927 4.0993 -1.8141
C -6.3052 4.2240 -1.8330
O -6.8392 5.2238 -2.6101
C -7.0540 3.3827 -1.1136
C -6.4305 2.4367 -0.3180
H -5.0535 1.3195 1.3340
H -3.2417 2.8637 -1.2168
H -4.2927 4.7795 -2.4004
H -6.2043 5.8142 -3.0223
H -8.1301 3.4286 -1.1919
H -7.0923 1.7967 0.2467
C -1.6986 -4.8950 0.1024
O -1.7325 -3.6702 -0.6972
C -0.4850 -3.3240 -1.2923
C -0.1898 -4.0454 -2.6667
N -1.0337 -3.2826 -3.6763
C -0.6882 -3.5096 -5.0840
C 0.6641 -2.9766 -5.6002
O 0.6085 -3.1569 -7.0654
C 0.0952 -2.0092 -7.7219
H -0.9313 -4.8697 0.8761
H -1.5641 -5.7421 -0.5702
H -2.6589 -4.9622 0.6138
H 0.4025 -3.4479 -0.6717
H -0.6308 -2.2438 -1.2958
H -0.3754 -5.1130 -2.5487
H 0.8544 -3.8978 -2.9422
H -1.0365 -2.2815 -3.5428
H -1.4876 -3.0736 -5.6832
H -0.7826 -4.5736 -5.3014
H 1.3386 -3.7309 -5.1950
H 1.1320 -2.1424 -5.0773
H 0.9414 -1.3309 -7.8310
H -0.7364 -1.4964 -7.2384
H -0.3240 -2.1955 -8.7107
C 4.4047 4.4516 0.1339
O 3.6992 5.5188 -0.3562
C 3.6757 6.7537 0.4147
C 2.5112 7.5908 -0.2826
N 1.2234 6.8201 -0.3217
C 0.2392 7.5006 -1.2183
C -0.8492 6.4468 -1.7398
O -0.1511 5.5135 -2.5528
C 0.1789 4.2424 -2.0063
H 5.2460 4.8595 0.6943
H 4.8251 3.6570 -0.4825
H 3.8917 4.0225 0.9946
H 4.6098 7.3089 0.3286
H 3.3494 6.5465 1.4339
H 2.7334 7.8325 -1.3220
H 2.2184 8.4765 0.2811
H 1.4390 5.8954 -0.6660
H 0.8282 7.9746 -2.0034
H -0.2446 8.4140 -0.8721
H -1.7144 6.9521 -2.1689
H -1.2521 5.8509 -0.9208
H 0.5547 3.5161 -2.7269
H -0.6910 3.7655 -1.5547
H 0.9717 4.2779 -1.2591
O 6.4469 2.7854 2.8178
C 5.3334 2.6893 3.3847
O 4.6524 1.5613 3.4338
C 3.2941 1.8036 3.8986
C 3.3024 3.2562 4.3958
O 4.4713 3.7454 3.7158
H 2.5851 1.6259 3.0901
H 3.2133 1.2253 4.8190
H 3.5539 3.2216 5.4558
H 2.4063 3.8350 4.1719
O -5.1671 0.0622 5.7089
C -4.5652 -0.9812 5.5379
O -3.6047 -1.0872 4.5844
C -3.2105 -2.4699 4.4965
C -4.0170 -3.1345 5.5661
O -4.7816 -2.1120 6.1869
H -3.5215 -2.8712 3.5319
H -2.1258 -2.5758 4.4810
H -3.3959 -3.5443 6.3627
H -4.7418 -3.8652 5.2072
O 1.6850 3.4545 1.8664
C 0.5317 3.3124 2.2372
O -0.5394 3.7535 1.5626
C -1.7112 3.4712 2.2096
C -1.3502 2.4287 3.1789
O 0.0371 2.5304 3.3529
H -2.0914 4.4081 2.6165
H -2.4244 3.1045 1.4714
H -1.6762 1.4172 2.9368
H -1.7420 2.5365 4.1903

Entry 2:
160
Properties=species:S:1:pos:R:3 method="wB97M-V/def2-TZVPD" e_above_lowest_kcal_mol=27.6 multiplicity=1 total_charge=-2
Ba -0.4366 1.2691 -0.9642
C 2.6024 -3.3955 5.3561
C 3.0877 -3.9850 4.0234
C 4.6106 -4.1726 4.0873
C 2.4474 -5.3629 3.8561
C 2.7175 -3.0427 2.8799
C 1.8855 -3.3925 1.8303
C 1.5148 -2.4872 0.8403
C 0.5738 -2.9390 -0.2362
N -0.8518 -2.7481 0.0637
C -1.2804 -2.9111 1.4271
C -2.7267 -2.4472 1.6234
N -3.1126 -1.1680 1.0376
C -3.7841 -1.2025 -0.2655
C -3.1574 -0.8349 -1.6621
N -1.8332 -1.2629 -2.1350
C -1.6753 -2.7048 -2.2365
C -1.6786 -3.4227 -0.8996
C -1.5761 -0.6812 -3.4813
C -0.1390 -0.7342 -3.9346
C 0.3742 -1.8496 -4.5828
C 1.6942 -1.9496 -4.9926
C 2.5090 -0.8431 -4.7565
C 2.0438 0.3308 -4.1835
C 0.6758 0.4238 -3.7927
O 0.1880 1.5398 -3.3222
C 2.9563 1.5434 -3.9551
C 2.9847 1.9558 -2.4670
C 4.4052 1.2239 -4.3408
C 2.4936 2.7281 -4.8175
C 2.1895 -3.2365 -5.6514
C 1.4275 -3.4808 -6.9622
C 1.9552 -4.4273 -4.7088
C 3.6826 -3.1807 -5.9762
C -2.1659 -0.0736 1.1773
C -1.9162 0.5342 2.5325
C -2.4313 0.0408 3.7049
C -2.1243 0.6170 4.9422
C -1.3306 1.7496 4.9126
C -0.8419 2.3411 3.7400
C -1.1058 1.7165 2.4974
O -0.7036 2.1706 1.3310
C -0.1358 3.7007 3.9012
C -1.1402 4.7095 4.4885
C 1.0528 3.5708 4.8679
C 0.3945 4.3155 2.6004
C -2.6564 -0.0171 6.2244
C -2.2046 0.7374 7.4750
C -4.1921 -0.0301 6.2050
C -2.1482 -1.4627 6.3326
C 1.9863 -1.1485 0.8335
O 1.5915 -0.3061 -0.0627
C 2.9085 -0.7977 1.8847
C 3.2122 -1.7334 2.8591
C 3.5772 0.5812 1.9039
C 4.3973 0.8239 3.1741
C 4.5324 0.6595 0.7029
C 2.5416 1.7108 1.8252
H 2.8604 -4.0558 6.1916
H 1.5188 -3.2612 5.3382
H 3.0523 -2.4185 5.5409
H 4.8857 -4.8371 4.9139
H 5.1201 -3.2188 4.2345
H 4.9778 -4.6060 3.1543
H 2.7314 -6.0058 4.6945
H 2.7758 -5.8442 2.9323
H 1.3578 -5.2932 3.8354
H 1.4757 -4.3952 1.7614
H 0.7584 -4.0136 -0.4324
H 0.7950 -2.3895 -1.1553
H -0.6237 -2.3138 2.0615
H -1.2114 -3.9533 1.8032
H -2.8858 -2.4268 2.7044
H -3.4285 -3.1948 1.2485
H -4.6103 -0.4800 -0.2288
H -4.2613 -2.1800 -0.3454
H -3.1772 0.2555 -1.7615
H -3.9370 -1.1850 -2.3671
H -0.7238 -2.8964 -2.7255
H -2.4648 -3.1316 -2.8852
H -1.3402 -4.4650 -1.0693
H -2.6957 -3.4928 -0.5282
H -1.9005 0.3617 -3.4611
H -2.2120 -1.1903 -4.2276
H -0.2979 -2.6827 -4.7743
H 3.5503 -0.9018 -5.0390
H 3.0446 1.0713 -1.8286
H 2.1120 2.5294 -2.1517
H 3.8629 2.5798 -2.2724
H 4.8149 0.4148 -3.7302
H 5.0216 2.1123 -4.1817
H 4.4904 0.9430 -5.3937
H 1.4603 2.9852 -4.5913
H 2.5728 2.4774 -5.8801
H 3.1261 3.6013 -4.6238
H 0.3523 -3.5439 -6.7855
H 1.7516 -4.4152 -7.4333
H 1.6026 -2.6595 -7.6611
H 0.8926 -4.5664 -4.5008
H 2.4596 -4.2616 -3.7544
H 2.3377 -5.3531 -5.1516
H 3.9098 -2.3766 -6.6799
H 3.9931 -4.1257 -6.4310
H 4.2802 -3.0254 -5.0754
H -2.5590 0.7325 0.5434
H -1.1988 -0.4218 0.7720
H -3.1047 -0.8047 3.6619
H -1.0862 2.2317 5.8516
H -1.5176 4.3874 5.4606
H -1.9939 4.8224 3.8166
H -0.6655 5.6889 4.6118
H 0.7406 3.2366 5.8599
H 1.5511 4.5398 4.9806
H 1.7822 2.8547 4.4854
H -0.4081 4.4991 1.8873
H 1.1194 3.6688 2.1119
H 0.8776 5.2686 2.8451
H -2.5666 1.7681 7.4710
H -1.1156 0.7577 7.5560
H -2.6025 0.2417 8.3653
H -4.5783 0.9903 6.1512
H -4.5874 -0.5065 7.1087
H -4.5720 -0.5749 5.3393
H -1.0561 -1.4813 6.3332
H -2.4878 -2.0636 5.4868
H -2.5074 -1.9352 7.2534
H 3.8739 -1.4358 3.6638
H 5.2178 0.1096 3.2800
H 3.7728 0.7749 4.0704
H 4.8337 1.8253 3.1232
H 5.3649 -0.0371 0.8394
H 4.9379 1.6711 0.5909
H 4.0077 0.3908 -0.2127
H 1.8086 1.6165 2.6301
H 1.9974 1.6750 0.8881
H 3.0385 2.6834 1.9153
C -0.7780 6.4319 -4.5429
C -1.0403 5.1887 -5.1025
C -1.7841 4.2444 -4.4051
C -2.3112 4.5034 -3.1318
C -2.0186 5.7664 -2.5887
C -1.2683 6.7130 -3.2734
Si -3.1655 3.2053 -2.0020
C -4.5932 2.3707 -2.9807
C -5.7586 2.0341 -2.2713
C -6.7691 1.2610 -2.8242
C -6.6573 0.7884 -4.1278
C -5.5181 1.1031 -4.8562
C -4.5079 1.8731 -4.2889
H -0.1860 7.1641 -5.0802
H -0.6421 4.9406 -6.0805
H -1.9150 3.2662 -4.8551
H -2.3946 6.0093 -1.5996
H -1.0647 7.6751 -2.8147
H -3.9927 4.1466 -1.1486
H -5.8678 2.3885 -1.2500
H -7.6499 1.0240 -2.2364
H -7.4419 0.1811 -4.5641
H -5.4072 0.7387 -5.8721
H -3.6246 2.0755 -4.8864